ORCA calculation (ωB97M-V/def2-TZVPD) on a molecular structure, C19H23IIrN5O4S at a distorted geometry.

Geometry as XYZ:
```
54
C19H23IIrN5O4S (ωB97M-V/def2-TZVPD)
C -2.76 2.71 -5.16
I -2.82 1.39 -3.50
H -1.72 2.90 -5.50
H -3.27 3.64 -4.88
H -3.37 2.21 -5.92
C -0.26 -4.08 -0.79
C 0.52 -3.68 -1.83
N 0.68 -2.31 -1.71
C 0.12 -1.88 -0.56
N -0.56 -2.94 -0.06
H -0.62 -5.04 -0.48
H 0.96 -4.24 -2.64
C 0.53 3.55 2.20
C 0.13 1.86 0.79
N 0.09 2.24 2.09
H 1.25 4.91 0.60
N 0.66 2.89 0.11
H 0.54 4.05 3.16
Ir 0.02 0.01 0.02
C -1.68 0.34 -0.62
O -2.83 0.50 -0.81
C 0.86 3.97 0.96
C 0.96 2.92 -1.31
H 2.03 3.08 -1.45
H 0.41 3.74 -1.78
H 0.66 1.97 -1.78
C -0.41 1.47 3.22
H -1.04 2.12 3.83
H 0.43 1.12 3.85
H -0.99 0.61 2.89
C -1.45 -2.95 1.09
H -2.35 -3.52 0.83
H -1.74 -1.94 1.38
H -0.97 -3.45 1.95
C 1.38 -1.49 -2.68
H 1.23 -0.42 -2.45
H 1.00 -1.70 -3.69
H 2.45 -1.72 -2.66
O 3.08 1.12 0.08
C 2.88 0.33 1.02
N 1.73 -0.44 1.11
S 1.70 -1.69 2.21
O 0.63 -1.58 3.16
O 1.94 -2.98 1.60
C 3.19 -1.06 2.90
C 3.81 -1.54 4.05
C 4.97 -0.90 4.48
C 5.49 0.19 3.77
C 4.87 0.64 2.60
C 3.72 -0.02 2.16
H 3.40 -2.41 4.56
H 5.48 -1.24 5.39
H 6.38 0.71 4.12
H 5.21 1.48 2.01
```

The max |F| is 4.74 eV/Å. Its multiplicity is 5. The energy is -57487.4362 eV. As for the charge: -2. The value obtained for the energy above the lowest of the compared OMol25 structures with the same formula, charge and spin is 0.0 kcal/mol.

natural (NBO) analysis output, partial charges in e:
1. C -1.293
2. I -0.213
3. H 0.205
4. H 0.202
5. H 0.194
6. C -0.075
7. C -0.078
8. N -0.369
9. C 0.201
10. N -0.367
11. H 0.213
12. H 0.212
13. C -0.093
14. C 0.184
15. N -0.365
16. H 0.214
17. N -0.352
18. H 0.212
19. Ir 0.607
20. C 0.197
21. O -0.620
22. C -0.067
23. C -0.414
24. H 0.222
25. H 0.197
26. H 0.227
27. C -0.404
28. H 0.183
29. H 0.227
30. H 0.238
31. C -0.411
32. H 0.190
33. H 0.236
34. H 0.224
35. C -0.413
36. H 0.235
37. H 0.201
38. H 0.204
39. O -0.731
40. C 0.589
41. N -1.011
42. S 2.294
43. O -0.987
44. O -0.979
45. C -0.356
46. C -0.191
47. C -0.357
48. C -0.281
49. C -0.177
50. C -0.276
51. H 0.199
52. H 0.180
53. H 0.182
54. H 0.207


ORCA calculation (ωB97M-V/def2-TZVPD) on 2 unconnected molecules or ions with the total composition C7H14O at a distorted geometry.

Geometry as XYZ:
```
22
C7H14O (ωB97M-V/def2-TZVPD)
C -1.56 -1.75 1.83
C -0.85 -0.45 2.35
C -1.01 0.72 1.39
C -0.17 0.57 0.15
C 0.03 1.50 -0.77
C 0.95 1.40 -1.93
C 2.27 1.33 -1.84
H -1.79 -1.71 0.77
H -2.50 -1.87 2.36
H -0.88 -2.58 1.95
H 0.20 -0.73 2.51
H -1.30 -0.19 3.30
H -0.68 1.63 1.88
H -2.06 0.83 1.09
H 0.39 -0.35 0.04
H -0.42 2.48 -0.74
H 0.47 1.51 -2.91
H 2.84 1.25 -0.93
H 2.88 1.31 -2.74
H 1.22 -1.69 -3.35
H 0.81 -1.23 -1.97
O 1.16 -1.99 -2.43
```

The max |F| is 1.35 eV/Å. The energy is -9532.0604 eV. The value obtained for the energy above the lowest of the compared OMol25 structures with the same formula, charge and spin is 39.3 kcal/mol.

natural (NBO) analysis output, partial charges in e:
1. C -0.616
2. C -0.389
3. C -0.444
4. C -0.162
5. C -0.234
6. C -0.232
7. C -0.370
8. H 0.204
9. H 0.208
10. H 0.211
11. H 0.200
12. H 0.205
13. H 0.216
14. H 0.214
15. H 0.188
16. H 0.201
17. H 0.203
18. H 0.201
19. H 0.195
20. H 0.466
21. H 0.471
22. O -0.935


ORCA calculation (ωB97M-V/def2-TZVPD) on a molecular structure, C10H13F6NNiO4S2 at a distorted geometry.

Geometry as XYZ:
```
37
C10H13F6NNiO4S2 (ωB97M-V/def2-TZVPD)
C -1.15 -1.03 -2.56
C 1.60 -0.49 -3.33
C -1.67 0.11 -3.25
H -1.79 -1.49 -1.80
C 1.40 0.79 -2.70
H 2.65 -0.81 -3.36
H -2.05 -0.28 -4.22
H 2.30 1.24 -2.27
C -0.89 1.33 -3.76
H -1.60 2.17 -3.84
H -0.55 1.14 -4.79
C -0.47 -1.99 -3.55
H -1.19 -2.34 -4.32
H -0.10 -2.87 -3.02
C 0.71 -1.26 -4.27
H 0.34 -0.64 -5.10
H 1.34 -2.04 -4.72
C 0.31 1.81 -2.93
H 0.73 2.67 -3.47
H -0.03 2.17 -1.95
Ni 0.73 -0.59 -1.75
H -2.72 0.23 -2.87
F -0.41 3.54 2.77
C -0.38 2.19 2.89
F 0.27 1.87 4.03
F -1.65 1.73 2.97
S 0.48 1.45 1.42
O -0.37 1.74 0.28
O 1.85 1.88 1.44
N 0.26 -0.06 1.96
S 0.88 -1.30 1.21
O 0.10 -1.69 0.02
O 2.33 -1.35 1.14
C 0.29 -2.54 2.46
F 0.83 -2.31 3.67
F -1.06 -2.48 2.55
F 0.64 -3.78 2.04
```

The max |F| is 6.74 eV/Å. Its multiplicity is 3. The energy is -99274.1274 eV. The value obtained for the energy above the lowest of the compared OMol25 structures with the same formula, charge and spin is 0.0 kcal/mol.

natural (NBO) analysis output, partial charges in e:
1. C -0.281
2. C -0.337
3. C -0.508
4. H 0.233
5. C -0.308
6. H 0.243
7. H 0.221
8. H 0.247
9. C -0.389
10. H 0.234
11. H 0.197
12. C -0.465
13. H 0.236
14. H 0.219
15. C -0.456
16. H 0.228
17. H 0.234
18. C -0.468
19. H 0.241
20. H 0.262
21. Ni 1.066
22. H 0.242
23. F -0.314
24. C 0.732
25. F -0.306
26. F -0.308
27. S 2.217
28. O -0.946
29. O -0.896
30. N -1.207
31. S 2.208
32. O -1.009
33. O -0.887
34. C 0.742
35. F -0.300
36. F -0.304
37. F -0.314


ORCA calculation (ωB97M-V/def2-TZVPD) on a molecular structure, C18H24IrN5OS at a distorted geometry.

Geometry as XYZ:
```
50
C18H24IrN5OS (ωB97M-V/def2-TZVPD)
Ir -0.01 -0.15 -0.22
C 2.73 -0.39 5.04
C 2.42 0.87 4.23
N 2.90 0.78 2.85
C 2.17 0.40 1.81
S 0.56 -0.30 2.04
N 2.72 0.46 0.60
N 1.93 0.25 -0.42
C 2.54 -0.10 -1.65
C 3.98 0.14 -1.91
C 1.67 -0.73 -2.53
C 2.02 -1.10 -3.85
C 1.14 -1.81 -4.62
C -0.12 -2.15 -4.10
C -0.45 -1.72 -2.83
N 0.40 -1.02 -2.06
H 2.40 -0.23 6.07
H 3.80 -0.59 5.06
H 2.21 -1.26 4.64
H 2.91 1.73 4.68
H 1.35 1.05 4.21
H 3.85 1.05 2.65
H 4.46 0.59 -1.04
H 4.11 0.81 -2.76
H 4.49 -0.79 -2.15
H 2.99 -0.81 -4.24
H 1.40 -2.10 -5.63
H -0.82 -2.74 -4.67
H -1.42 -1.95 -2.41
O -0.35 2.21 0.48
C -1.65 2.45 1.05
C -2.74 2.60 -0.01
C -2.77 1.45 -1.02
C -3.06 0.12 -0.39
C -4.36 -0.31 -0.17
C -4.60 -1.56 0.37
C -3.52 -2.37 0.69
C -2.25 -1.89 0.47
N -2.02 -0.67 -0.06
H -0.12 2.96 -0.09
H -1.60 3.35 1.67
H -1.85 1.60 1.70
H -2.59 3.54 -0.56
H -3.69 2.68 0.51
H -1.81 1.39 -1.55
H -3.53 1.67 -1.77
H -5.18 0.34 -0.44
H -5.62 -1.90 0.53
H -3.66 -3.36 1.10
H -1.38 -2.49 0.71
```

The max |F| is 1.08 eV/Å. Its multiplicity is 5. The energy is -42211.8419 eV. As for the charge: +2. The value obtained for the energy above the lowest of the compared OMol25 structures with the same formula, charge and spin is 0.0 kcal/mol.

natural (NBO) analysis output, partial charges in e:
1. Ir 1.175
2. C -0.618
3. C -0.235
4. N -0.448
5. C 0.271
6. S -0.019
7. N -0.215
8. N -0.345
9. C 0.297
10. C -0.695
11. C 0.070
12. C -0.164
13. C -0.122
14. C -0.232
15. C 0.092
16. N -0.527
17. H 0.247
18. H 0.228
19. H 0.217
20. H 0.237
21. H 0.220
22. H 0.437
23. H 0.266
24. H 0.261
25. H 0.261
26. H 0.250
27. H 0.256
28. H 0.257
29. H 0.221
30. O -0.737
31. C -0.077
32. C -0.424
33. C -0.449
34. C 0.251
35. C -0.228
36. C -0.098
37. C -0.232
38. C 0.049
39. N -0.530
40. H 0.505
41. H 0.213
42. H 0.191
43. H 0.230
44. H 0.241
45. H 0.206
46. H 0.259
47. H 0.250
48. H 0.254
49. H 0.259
50. H 0.222


ORCA calculation (ωB97M-V/def2-TZVPD) on 8 unconnected molecules or ions with the total composition C24H50Br6N2O11 at a distorted geometry.

Geometry as XYZ:
```
93
C24H50Br6N2O11 (ωB97M-V/def2-TZVPD)
C 7.05 5.49 -1.66
C 7.46 4.07 -1.24
O 6.35 3.49 -0.55
C 6.12 2.19 -0.75
O 6.84 1.45 -1.37
O 5.00 1.87 -0.15
C 4.53 0.53 -0.36
H 7.63 5.81 -2.53
H 7.17 6.17 -0.82
H 5.99 5.54 -1.93
H 8.41 4.07 -0.70
H 7.56 3.51 -2.18
H 3.78 0.26 0.38
H 5.38 -0.14 -0.32
H 4.02 0.49 -1.33
C -3.31 -5.48 0.72
C -2.20 -4.45 0.65
O -2.68 -3.31 -0.06
C -2.32 -3.16 -1.33
O -1.72 -3.95 -2.00
O -2.71 -1.95 -1.72
C -2.28 -1.57 -3.04
H -3.59 -5.85 -0.26
H -4.21 -5.06 1.18
H -3.04 -6.30 1.39
H -1.38 -4.90 0.10
H -1.85 -4.13 1.62
H -2.66 -0.58 -3.23
H -2.74 -2.26 -3.75
H -1.19 -1.60 -3.13
C 3.16 0.61 -4.83
C 2.19 1.78 -4.87
O 2.61 2.86 -4.05
C 2.50 2.77 -2.75
O 1.96 1.87 -2.17
O 3.16 3.77 -2.19
C 2.78 4.08 -0.86
H 4.14 0.90 -5.23
H 2.75 -0.20 -5.44
H 3.37 0.25 -3.83
H 1.27 1.37 -4.43
H 1.89 2.11 -5.85
H 2.65 3.18 -0.26
H 1.91 4.73 -0.79
H 3.62 4.63 -0.43
C -3.57 -0.84 3.70
O -2.64 -0.83 2.92
N -4.58 -1.74 3.73
C -5.65 -1.64 4.68
C -4.71 -2.75 2.69
H -3.63 -0.12 4.53
H -6.66 -1.51 4.26
H -5.49 -0.85 5.41
H -5.75 -2.55 5.28
H -5.59 -2.52 2.09
H -3.84 -2.71 2.03
H -4.73 -3.73 3.16
C 1.72 -1.76 -2.09
O 0.62 -1.35 -2.41
N 1.96 -2.50 -0.99
C 3.30 -2.94 -0.67
C 0.93 -3.03 -0.13
H 2.61 -1.54 -2.69
H 4.04 -2.59 -1.40
H 3.42 -4.03 -0.71
H 3.67 -2.55 0.28
H 0.01 -2.52 -0.39
H 0.87 -4.12 -0.20
H 1.19 -2.79 0.91
Br -2.55 1.74 -1.13
C -0.73 1.22 -0.73
C -0.75 0.50 0.61
Br 1.06 0.30 1.35
H -0.20 2.16 -0.72
H -0.34 0.55 -1.50
H -1.27 -0.46 0.63
H -1.35 1.07 1.32
Br -5.04 2.01 1.53
C -6.06 0.40 1.00
C -5.54 -0.07 -0.34
Br -6.37 -1.73 -0.91
H -7.10 0.70 1.01
H -5.90 -0.30 1.82
H -4.46 -0.16 -0.38
H -5.91 0.67 -1.05
Br 0.74 1.30 5.38
C -0.95 2.27 5.60
C -1.54 2.81 4.31
Br -3.35 3.41 4.79
H -0.99 2.96 6.44
H -1.62 1.46 5.88
H -1.55 2.04 3.54
H -1.07 3.70 3.91
```

The max |F| is 2.61 eV/Å. The energy is -471457.6577 eV. The value obtained for the energy above the lowest of the compared OMol25 structures with the same formula, charge and spin is 0.0 kcal/mol.

Mulliken analysis output, partial charges in e:
1. C -1.037
2. C -0.270
3. O -0.317
4. C 0.772
5. O -0.600
6. O -0.278
7. C -0.374
8. H 0.357
9. H 0.299
10. H 0.232
11. H 0.308
12. H 0.298
13. H -0.021
14. H 0.527
15. H 0.046
16. C -1.335
17. C -0.370
18. O 0.205
19. C 0.349
20. O -0.599
21. O 0.023
22. C -0.576
23. H 0.360
24. H 0.238
25. H 0.386
26. H 0.443
27. H 0.394
28. H 0.269
29. H 0.353
30. H 0.037
31. C -0.795
32. C -0.106
33. O -0.419
34. C 0.740
35. O -0.309
36. O -0.336
37. C -0.588
38. H 0.364
39. H 0.393
40. H -0.092
41. H 0.121
42. H 0.391
43. H 0.226
44. H 0.347
45. H 0.175
46. C 0.310
47. O -0.505
48. N 0.232
49. C -0.972
50. C -0.791
51. H 0.046
52. H 0.318
53. H 0.303
54. H 0.340
55. H 0.270
56. H -0.016
57. H 0.447
58. C -0.065
59. O -0.463
60. N 0.420
61. C -1.111
62. C -0.635
63. H 0.172
64. H 0.353
65. H 0.343
66. H 0.334
67. H -0.358
68. H 0.438
69. H 0.421
70. Br -0.193
71. C 0.149
72. C 0.012
73. Br -0.180
74. H 0.262
75. H -0.070
76. H -0.240
77. H 0.290
78. Br -0.167
79. C 0.047
80. C -0.103
81. Br -0.185
82. H 0.497
83. H -0.333
84. H -0.222
85. H 0.429
86. Br -0.170
87. C -0.609
88. C -0.274
89. Br -0.176
90. H 0.450
91. H 0.243
92. H 0.040
93. H 0.441


ORCA calculation (ωB97M-V/def2-TZVPD) on a molecular structure, C18H36AgO18 at a distorted geometry.

Geometry as XYZ:
```
73
C18H36AgO18 (ωB97M-V/def2-TZVPD)
Ag -0.33 -0.36 0.00
C 3.45 3.89 1.61
O 2.49 2.84 1.72
C 2.67 1.70 1.09
O 1.87 0.79 1.11
O 3.82 1.67 0.42
C 4.14 0.43 -0.22
H 3.51 4.21 0.57
H 4.44 3.54 1.88
H 3.09 4.71 2.22
H 5.17 0.54 -0.56
H 3.49 0.31 -1.09
H 4.00 -0.44 0.41
C -3.88 3.01 -0.68
O -4.28 1.83 -1.38
C -3.45 0.80 -1.32
O -2.30 0.86 -0.95
O -4.10 -0.27 -1.75
C -3.43 -1.52 -1.59
H -2.84 3.28 -0.85
H -4.00 2.87 0.39
H -4.50 3.81 -1.06
H -3.19 -1.69 -0.53
H -2.50 -1.58 -2.13
H -4.11 -2.28 -1.96
C -1.07 0.34 -4.51
O -0.62 1.59 -4.04
C 0.03 1.62 -2.89
O 0.35 0.66 -2.23
O 0.27 2.87 -2.59
C 0.81 3.08 -1.30
H -1.69 -0.17 -3.76
H -0.27 -0.37 -4.76
H -1.67 0.51 -5.39
H 1.76 2.53 -1.20
H 0.13 2.76 -0.50
H 1.08 4.13 -1.21
C -1.51 -4.15 2.93
O -0.19 -4.24 2.35
C 0.29 -3.11 1.84
O -0.34 -2.09 1.75
O 1.52 -3.23 1.41
C 2.25 -4.45 1.43
H -1.77 -5.15 3.27
H -2.22 -3.83 2.17
H -1.47 -3.45 3.76
H 3.29 -4.22 1.22
H 1.87 -5.17 0.70
H 2.22 -4.92 2.42
C -0.75 4.88 1.91
O -1.37 3.64 1.52
C -1.01 2.49 2.06
O -1.41 1.44 1.64
O -0.19 2.63 3.10
C 0.01 1.46 3.90
H -1.47 5.47 2.47
H -0.49 5.39 0.98
H 0.17 4.72 2.46
H 0.35 1.79 4.87
H 0.73 0.78 3.43
H -0.93 0.92 4.02
C -1.35 -4.81 -0.88
O -0.01 -4.57 -1.33
C 0.32 -3.31 -1.57
O -0.41 -2.36 -1.44
O 1.58 -3.30 -1.98
C 2.13 -2.01 -2.22
H -1.29 -5.62 -0.15
H -1.95 -5.16 -1.71
H -1.77 -3.91 -0.43
H 3.20 -2.12 -2.39
H 1.98 -1.34 -1.37
H 1.65 -1.56 -3.08
```

The max |F| is 1.23 eV/Å. The energy is -60099.3611 eV. As for the charge: +1. The value obtained for the energy above the lowest of the compared OMol25 structures with the same formula, charge and spin is 0.0 kcal/mol.

Mulliken analysis output, partial charges in e:
1. Ag 2.482
2. C -0.865
3. O -0.195
4. C 0.224
5. O -0.123
6. O -0.419
7. C -0.565
8. H 0.342
9. H 0.348
10. H 0.246
11. H 0.326
12. H 0.118
13. H 0.293
14. C -0.515
15. O -0.406
16. C 0.561
17. O -0.160
18. O -0.442
19. C -0.380
20. H 0.121
21. H 0.291
22. H 0.309
23. H 0.176
24. H 0.033
25. H 0.345
26. C -0.357
27. O -0.418
28. C 0.353
29. O -0.223
30. O -0.439
31. C 0.016
32. H -0.045
33. H 0.294
34. H 0.286
35. H 0.086
36. H -0.311
37. H 0.387
38. C -0.674
39. O -0.381
40. C 0.512
41. O -0.667
42. O -0.131
43. C -0.777
44. H 0.227
45. H 0.252
46. H 0.322
47. H 0.236
48. H 0.290
49. H 0.359
50. C -0.760
51. O -0.243
52. C 0.748
53. O -0.607
54. O -0.349
55. C -0.678
56. H 0.296
57. H 0.279
58. H 0.289
59. H 0.301
60. H 0.146
61. H 0.332
62. C -0.451
63. O -0.398
64. C 0.465
65. O -0.165
66. O -0.384
67. C -0.021
68. H 0.241
69. H 0.314
70. H 0.056
71. H 0.388
72. H -0.355
73. H 0.211